No. 1
This record from the OMol25 dataset describes a structure of composition C24H20FeN2 in a non-equilibrium geometry. The level of theory is the ωB97M-V functional and the def2-TZVPD basis.

Summary:
Largest force on an atom ... 2.07 eV Å⁻¹
Energy relative to the best compared isomer or geometry (same formula, charge and spin) ... 27.0 kcal per mole
Charge ... +1
Spin multiplicity ... 6

Last column: Löwdin spin population.
Cartesian coordinates (Å):
Fe  -0.901  1.052  0.031  3.813
N  -0.663  -0.527  1.850  0.081
C  -0.459  -0.100  3.195  0.002
C  -1.358  -0.430  4.203  0.005
C  -1.084  -0.098  5.519  -0.003
C  0.104  0.542  5.839  0.005
C  0.984  0.900  4.836  -0.002
C  0.708  0.612  3.503  0.011
C  1.608  1.092  2.447  0.044
C  2.986  1.126  2.689  0.019
C  3.848  1.693  1.774  -0.011
C  3.353  2.297  0.632  0.020
C  1.984  2.265  0.382  0.052
C  1.136  1.588  1.235  0.352
H  -1.359  -1.268  1.821  0.002
H  0.216  -0.887  1.476  0.001
H  -2.264  -0.966  3.958  0.000
H  -1.788  -0.358  6.294  0.000
H  0.338  0.772  6.867  0.000
H  1.893  1.423  5.088  0.000
H  3.359  0.697  3.608  0.003
H  4.907  1.703  1.977  0.000
H  4.009  2.802  -0.059  0.003
H  1.594  2.784  -0.486  0.009
N  0.568  0.637  -1.847  0.081
C  0.076  0.547  -3.181  0.002
C  0.510  1.419  -4.174  0.005
C  0.101  1.245  -5.485  -0.003
C  -0.722  0.180  -5.818  0.005
C  -1.182  -0.669  -4.829  -0.002
C  -0.816  -0.486  -3.499  0.011
C  -1.397  -1.338  -2.454  0.044
C  -1.650  -2.686  -2.736  0.019
C  -2.315  -3.482  -1.828  -0.011
C  -2.802  -2.940  -0.651  0.021
C  -2.553  -1.601  -0.362  0.052
C  -1.779  -0.838  -1.213  0.354
H  1.407  1.211  -1.822  0.002
H  0.800  -0.298  -1.511  0.001
H  1.185  2.224  -3.920  0.000
H  0.443  1.927  -6.247  0.000
H  -1.015  0.019  -6.843  0.000
H  -1.846  -1.479  -5.089  0.000
H  -1.310  -3.088  -3.679  0.003
H  -2.494  -4.520  -2.060  0.000
H  -3.381  -3.535  0.037  0.003
H  -2.980  -1.166  0.534  0.009

Forces on atoms 1 to 3 (eV/Å):
Fe 1.35 -1.57 -0.04
N -0.47 0.29 -0.72
C 0.46 0.29 0.80



No. 2
This record from the OMol25 dataset describes a structure of composition C18H25BrInN13OS2. The level of theory is the ωB97M-V functional and the def2-TZVPD basis.

Summary:
Largest force on an atom ... 0.56 eV Å⁻¹
Energy relative to the best compared isomer or geometry (same formula, charge and spin) ... 9.0 kcal per mole
Charge ... -2
Spin multiplicity ... 1

Last column: Löwdin charge in e.
Cartesian coordinates (Å):
In  -0.691  0.248  -2.396  0.336
N  0.095  -3.194  -3.074  0.135
C  0.556  -2.701  -1.870  -0.479
N  1.066  -3.488  -0.939  0.021
N  1.396  -2.639  0.064  -0.092
N  1.099  -1.427  -0.253  -0.083
N  0.560  -1.418  -1.499  -0.031
C  -0.211  -2.426  -4.187  -0.487
N  -0.320  -2.945  -5.395  0.003
N  -0.636  -1.886  -6.181  -0.116
N  -0.710  -0.807  -5.479  -0.073
N  -0.435  -1.117  -4.182  -0.059
H  0.342  -4.147  -3.271  0.125
O  3.721  2.195  0.084  -0.561
S  2.521  1.321  0.347  0.902
C  3.059  0.188  1.688  -0.305
C  2.724  0.817  3.054  -0.230
C  2.367  2.282  2.800  -0.253
C  1.511  2.253  1.544  -0.322
H  4.129  0.086  1.510  0.084
H  2.566  -0.768  1.523  0.041
H  3.550  0.717  3.761  0.101
H  1.861  0.305  3.486  0.085
H  3.271  2.851  2.575  0.101
H  1.867  2.749  3.651  0.104
H  1.313  3.231  1.107  0.085
H  0.574  1.695  1.670  0.080
C  -2.253  0.280  1.742  -0.198
N  -3.182  -0.155  2.817  -0.091
C  -3.977  -1.270  2.279  -0.185
N  -3.147  -2.400  1.843  -0.088
C  -2.221  -1.898  0.796  -0.188
N  -1.383  -0.812  1.310  -0.094
C  -0.623  -1.298  2.452  -0.192
N  -1.501  -1.778  3.547  -0.091
C  -2.381  -0.667  3.930  -0.206
C  -2.348  -2.844  2.986  -0.196
H  -1.641  1.101  2.129  0.110
H  -2.815  0.630  0.876  0.025
H  -4.551  -0.908  1.425  0.125
H  -4.665  -1.617  3.057  0.110
H  -2.787  -1.519  -0.054  0.040
H  -1.577  -2.718  0.468  0.118
H  -0.001  -0.486  2.841  0.096
H  0.026  -2.113  2.130  0.098
H  -1.761  0.145  4.316  0.113
H  -3.050  -1.006  4.727  0.110
H  -3.019  -3.206  3.771  0.110
H  -1.703  -3.663  2.665  0.119
S  -2.879  0.552  -1.714  -0.198
Br  2.880  5.648  -4.774  0.629
C  1.995  4.100  -4.068  -0.696
C  1.750  3.025  -4.901  -0.147
C  1.093  1.911  -4.380  -0.124
C  0.679  1.847  -3.043  -0.243
C  0.938  2.974  -2.256  -0.153
C  1.601  4.097  -2.743  -0.145
H  2.055  3.055  -5.939  0.089
H  0.896  1.076  -5.043  0.065
H  0.608  2.994  -1.222  0.072
H  1.801  4.950  -2.108  0.092

Forces on atoms 1 to 3 (eV/Å):
In 0.00 0.23 -0.19
N -0.09 0.25 0.03
C 0.05 0.03 -0.17



No. 3
This record from the OMol25 dataset describes a structure of composition C44H57BaGeN3OP3S in a non-equilibrium geometry. The level of theory is the ωB97M-V functional and the def2-TZVPD basis.

Summary:
Largest force on an atom ... 9.88 eV Å⁻¹
Energy relative to the best compared isomer or geometry (same formula, charge and spin) ... 72.2 kcal per mole
Charge ... +3
Spin multiplicity ... 1

Last column: Löwdin charge in e.
Cartesian coordinates (Å):
Ba  -0.180  0.729  0.942  1.458
C  3.212  3.070  -0.119  -0.255
P  1.440  2.792  0.180  0.719
C  0.837  4.522  0.367  -0.240
C  1.458  2.209  1.978  -0.574
C  0.033  2.445  2.599  -0.656
P  -0.534  0.989  3.640  0.739
C  0.728  1.046  4.960  -0.242
C  -1.971  1.718  4.496  -0.248
H  3.621  3.786  0.592  0.064
H  3.339  3.462  -1.129  0.057
H  3.768  2.134  -0.042  0.032
H  1.351  5.043  1.175  0.068
H  -0.240  4.566  0.524  0.021
H  1.063  5.029  -0.573  0.061
H  2.223  2.738  2.542  0.118
H  1.742  1.143  2.008  -0.022
H  -0.697  2.574  1.796  -0.170
H  0.005  3.365  3.178  0.122
H  0.839  2.054  5.360  0.069
H  1.689  0.690  4.608  0.002
H  0.389  0.390  5.763  0.069
H  -1.682  2.616  5.041  0.064
H  -2.365  0.985  5.200  0.060
H  -2.747  1.968  3.774  0.021
C  -2.545  -1.756  -1.552  -0.067
C  -3.361  -2.216  -0.348  -0.371
C  -3.656  -1.050  0.585  -0.079
C  -2.654  -3.331  0.426  -0.271
C  -2.856  -4.721  -0.170  -0.053
O  -1.514  -5.273  -0.234  0.004
C  -0.683  -4.275  0.139  -0.348
N  -1.180  -3.158  0.477  0.145
C  0.748  -4.694  0.191  -0.123
C  0.982  -6.059  0.350  0.010
C  2.265  -6.546  0.540  -0.022
C  3.337  -5.669  0.596  -0.035
C  3.113  -4.314  0.416  -0.099
C  1.834  -3.811  0.176  -0.309
P  1.682  -2.023  -0.125  1.049
C  2.763  -1.753  -1.589  -0.382
C  3.485  -2.738  -2.244  -0.040
C  4.266  -2.453  -3.371  -0.006
C  4.339  -1.174  -3.889  -0.041
C  3.604  -0.163  -3.278  -0.103
C  2.812  -0.455  -2.152  -0.252
C  2.676  -1.342  1.251  -0.431
C  3.912  -0.709  1.111  -0.091
C  4.609  -0.267  2.231  -0.047
C  4.088  -0.473  3.502  -0.047
C  2.857  -1.103  3.651  -0.090
C  2.139  -1.515  2.535  -0.135
H  -3.118  -1.065  -2.173  0.093
H  -2.237  -2.590  -2.191  0.078
H  -1.626  -1.254  -1.242  0.016
H  -4.308  -2.620  -0.716  0.148
H  -2.714  -0.708  1.019  0.011
H  -4.316  -1.326  1.409  0.095
H  -4.101  -0.208  0.050  0.062
H  -3.007  -3.307  1.460  0.149
H  -3.258  -4.700  -1.183  0.132
H  -3.466  -5.377  0.444  0.139
H  0.143  -6.739  0.353  0.128
H  2.421  -7.609  0.669  0.125
H  4.339  -6.034  0.780  0.123
H  3.955  -3.633  0.473  0.116
H  3.447  -3.759  -1.894  0.109
H  4.829  -3.253  -3.836  0.132
H  4.961  -0.956  -4.747  0.130
H  3.650  0.854  -3.649  0.123
H  2.338  0.382  -1.641  0.076
H  4.352  -0.582  0.129  0.105
H  5.575  0.208  2.112  0.121
H  4.646  -0.158  4.375  0.124
H  2.465  -1.294  4.642  0.119
H  1.190  -2.027  2.668  0.113
C  -6.732  2.538  0.060  -0.031
N  -5.367  2.352  0.553  -0.029
C  -4.286  2.851  -0.020  -0.821
N  -4.427  3.545  -1.147  0.142
S  -2.706  2.646  0.699  0.549
H  -7.412  2.037  0.741  0.102
H  -6.852  2.102  -0.932  0.100
H  -6.993  3.597  0.037  0.102
H  -5.215  1.823  1.395  0.128
H  -5.330  3.803  -1.510  0.113
H  -3.618  4.010  -1.520  0.105
Ge  0.983  -0.539  -3.756  1.149
C  1.018  -2.228  -4.500  -0.341
C  0.382  -3.258  -3.793  -0.110
C  0.308  -4.534  -4.331  -0.047
C  0.866  -4.783  -5.580  -0.034
C  1.498  -3.770  -6.290  -0.043
C  1.576  -2.492  -5.755  -0.083
C  0.986  1.077  -4.658  -0.352
C  0.055  2.038  -4.251  -0.114
C  -0.141  3.185  -5.011  -0.061
C  0.596  3.376  -6.169  -0.039
C  1.537  2.435  -6.574  -0.042
C  1.730  1.287  -5.826  -0.095
H  0.096  -0.468  -2.552  0.001
H  -0.062  -3.065  -2.820  0.077
H  -0.183  -5.330  -3.784  0.116
H  0.800  -5.775  -6.009  0.123
H  1.924  -3.976  -7.263  0.121
H  2.070  -1.713  -6.321  0.100
H  -0.530  1.893  -3.352  0.087
H  -0.873  3.923  -4.708  0.112
H  0.437  4.264  -6.767  0.123
H  2.112  2.597  -7.476  0.123
H  2.467  0.563  -6.154  0.100

Forces on atoms 1 to 3 (eV/Å):
Ba -3.55 -7.37 -5.55
C 0.12 -0.11 -0.07
P 1.49 2.04 -0.11



No. 4
This record from the OMol25 dataset describes an isolated molecule of C6H14O in a non-equilibrium geometry. The level of theory is the ωB97M-V functional and the def2-TZVPD basis.

Summary:
Largest force on an atom ... 3.32 eV Å⁻¹
Energy relative to the best compared isomer or geometry (same formula, charge and spin) ... 27.1 kcal per mole
SMILES string ... CC(C)C[C@@H](C)O
Charge ... 0
Spin multiplicity ... 1

Last column: Löwdin charge in e.
Cartesian coordinates (Å):
C  0.903  -0.818  -1.553  -0.080
C  0.719  0.519  -0.838  -0.444
C  2.035  1.292  -0.781  -0.089
C  0.160  0.313  0.571  -0.157
C  -1.197  -0.389  0.583  -0.481
C  -1.800  -0.509  1.988  -0.053
O  -2.041  0.211  -0.359  -0.025
H  1.185  -0.664  -2.600  0.079
H  -0.012  -1.418  -1.524  0.063
H  1.696  -1.402  -1.068  0.084
H  -0.010  1.118  -1.401  0.132
H  2.453  1.429  -1.785  0.076
H  2.776  0.746  -0.183  0.080
H  1.901  2.284  -0.331  0.076
H  0.169  1.281  1.110  0.130
H  0.802  -0.361  1.150  0.126
H  -1.028  -1.621  0.346  0.168
H  -2.885  -0.347  2.052  0.081
H  -1.297  0.014  2.814  0.082
H  -1.595  -1.566  1.987  0.058
H  -2.933  -0.111  -0.178  0.094

Forces on atoms 1 to 3 (eV/Å):
C 0.04 -0.05 -0.05
C 0.01 -0.02 0.01
C 0.06 0.02 -0.01



| no. | molar mass (g/mol) |
| --- | --- |
| 1 | 392.28 |
| 2 | 698.34 |
| 3 | 978.89 |
| 4 | 102.18 |